No. 1
124
Properties=species:S:1:pos:R:3:forces:R:3:mulliken_charge:R:1 method="wB97M-V/def2-TZVPD" gap_ha=0.2479 e_lumo_ev=-0.084 e_above_lowest_kj_mol=0.0
Ba -0.8755 1.1624 0.1415 -0.3 -1.1 -0.9 1.166
Se -1.7552 -1.8837 0.9582 0.1 -0.3 -0.1 0.001
Cl 0.3180 5.6444 6.5625 0.0 0.1 0.0 -0.256
S -2.7161 0.8042 -4.9355 0.1 0.1 0.0 -0.031
S -4.8425 -0.4056 -2.4706 -0.1 0.1 0.1 0.106
S -5.7515 3.6312 0.7344 0.1 0.1 0.0 -0.415
S -1.5178 -1.1978 -2.4548 0.1 0.0 0.2 0.392
P 2.3322 -0.9113 0.3055 -0.4 0.0 0.0 -2.850
O -0.7890 1.5732 2.5185 0.0 0.0 0.6 0.070
O -0.9613 3.6521 0.7287 0.0 0.6 -0.2 -0.209
O 1.2410 -0.2266 -0.4959 0.4 0.2 -0.1 0.790
N 0.3650 2.6800 -1.9364 0.0 -0.1 0.1 0.523
N -5.4167 1.0107 0.6860 0.0 -0.2 -0.1 0.118
N -3.7930 4.1543 -2.6460 0.2 0.0 0.0 0.196
N -2.5381 4.6038 -2.8523 -0.3 0.0 0.0 -0.858
N -2.5223 2.6024 -1.8155 0.1 0.1 0.0 1.186
N -7.5755 1.7309 0.5030 0.0 -0.2 0.0 -0.441
N 1.6211 4.9495 -2.9327 0.0 0.0 0.0 -0.648
N -5.3808 -1.7387 3.9952 0.0 0.1 0.0 -0.657
C 3.9362 -0.5120 -0.4718 0.1 0.0 0.0 0.728
C 6.3737 -0.8679 -0.8375 0.1 0.1 0.0 -1.054
C 6.2071 -1.4708 -2.2405 0.1 0.0 0.0 -0.840
C 3.0324 -0.9066 3.1144 0.0 -0.1 -0.1 -0.597
C 1.9218 -2.6716 0.4173 -0.1 -0.1 0.1 0.915
C -0.5368 3.8689 3.0589 0.0 0.2 0.0 1.277
C 5.1899 -1.2264 0.0527 -0.1 -0.1 0.1 -0.213
C 2.8968 -3.6323 1.1399 0.0 0.1 0.1 -1.056
C 3.8875 1.2626 4.0678 0.0 0.1 0.1 -0.803
C 1.1266 -4.7039 -0.7790 -0.1 0.0 0.0 -0.749
C -0.0534 3.1009 5.6888 0.0 -0.2 0.0 -0.727
C -5.0539 -2.8519 3.3454 0.0 -0.1 0.0 -0.445
C -4.1610 -1.9677 -1.8830 0.1 -0.2 0.0 0.155
C -4.5836 -0.6905 3.7734 -0.1 0.0 0.1 -0.440
C 2.2586 -0.2119 1.9825 0.0 0.0 0.1 0.336
C -0.5690 2.4791 3.3907 0.0 0.0 0.0 -0.400
C -3.1716 -1.8674 2.2121 -0.1 0.3 0.2 0.238
C -3.4981 -0.7032 2.9191 0.1 0.1 0.0 -0.475
C -1.8951 -0.7741 -5.2460 0.0 -0.2 -0.1 -0.854
C 3.4770 -4.6720 0.1892 0.1 0.0 0.0 -0.618
C -3.7651 2.9728 -2.0260 -0.1 -0.2 0.1 -0.999
C -6.2669 2.0448 0.6420 0.0 0.1 0.1 0.510
C -0.0261 4.4574 5.3373 0.0 0.1 -0.2 0.087
C -3.9873 -2.9690 2.4703 0.0 -0.1 -0.2 -0.400
C -5.0344 -0.7107 -4.2411 0.1 -0.1 -0.2 -0.992
C -0.3202 2.1377 4.7530 0.0 0.2 0.0 -0.591
C 3.8501 -0.5887 -2.0230 -0.1 0.1 0.0 -0.563
C 0.3033 4.8521 -2.8835 -0.1 0.0 0.0 -0.535
C -4.4583 0.3894 -5.1303 -0.3 0.0 -0.1 -0.859
C -0.2738 4.8368 4.0468 0.0 -0.1 0.2 -0.969
C 3.8946 1.6309 2.5802 0.1 0.1 -0.1 -0.902
C -0.3332 3.7155 -2.3785 -0.3 0.1 -0.1 -0.005
C 1.6920 2.7731 -1.9770 -0.1 0.1 -0.2 -0.335
C -2.8423 -2.4262 -2.5030 -0.2 -0.2 0.0 -1.469
C 2.3094 3.9060 -2.4803 0.2 -0.2 0.1 -0.704
C 3.0473 0.0060 4.3345 0.0 -0.1 0.1 -0.595
C -1.8118 3.6381 -2.3379 0.5 0.2 -0.2 0.261
C 2.5463 1.3088 1.9528 -0.1 0.0 -0.1 1.087
C 1.4583 -3.2263 -0.9403 0.0 0.1 0.0 0.743
C 2.3768 -5.5326 -0.4366 0.0 -0.1 0.0 -1.018
C -0.9209 -1.2114 -4.1511 0.0 0.0 -0.2 -1.257
C -0.7762 4.3468 1.7236 0.0 -0.1 0.3 -1.118
C 4.7336 -1.6863 -2.5948 -0.1 -0.1 -0.1 -0.661
H -5.7080 0.0587 0.5327 0.0 0.0 0.1 0.078
H 2.2520 1.9148 -1.6256 0.0 0.0 0.0 0.435
H -1.3401 -0.7199 -6.1856 0.0 0.1 0.0 0.585
H 4.0473 -4.1707 -0.5970 0.0 0.0 0.0 -0.015
H -4.6851 0.1373 -6.1702 0.1 0.0 0.0 0.485
H 2.4806 1.7008 0.9326 0.0 0.0 0.0 -0.241
H 4.0556 0.5475 -0.2091 -0.1 0.0 0.0 0.686
H 1.1912 -0.3434 2.2138 0.0 0.0 -0.1 0.193
H 4.9122 1.1159 4.4180 0.0 0.0 0.0 0.415
H -0.2871 5.6826 -3.2472 0.0 0.0 0.0 0.524
H -4.5916 4.7242 -2.8653 0.0 0.0 0.0 0.222
H 1.7612 1.8191 2.5136 0.0 0.0 0.0 -0.308
H 2.5592 -1.8634 3.3432 0.0 0.0 0.0 0.507
H 0.6517 -5.0869 -1.6845 0.0 0.0 0.0 0.444
H -3.9998 -1.8365 -0.8100 0.0 0.1 0.0 -0.654
H 2.3412 -4.1488 1.9269 0.0 0.0 0.0 0.503
H 4.1678 0.3740 -2.4349 0.0 0.0 0.0 0.527
H 0.1337 2.8190 6.7172 0.0 0.0 0.0 0.446
H 4.1955 -5.3023 0.7190 0.0 0.0 0.0 0.561
H 2.0167 0.2892 4.5657 0.0 0.0 0.0 0.056
H 3.4224 -0.5259 5.2107 0.0 0.0 0.0 0.494
H 0.5864 -2.6618 -1.2704 0.0 0.0 0.0 -0.802
H -3.8092 -3.9191 1.9812 0.1 0.0 0.0 0.415
H -4.6477 2.4254 -1.7506 -0.1 0.0 0.0 0.547
H -6.0898 -0.8268 -4.4980 0.0 0.0 0.1 0.560
H 2.7659 -6.0176 -1.3350 0.0 0.0 0.0 0.340
H -2.9903 -2.7424 -3.5364 0.1 0.1 0.0 0.606
H 4.6087 -1.7365 -3.6786 0.0 0.0 0.0 0.618
H -8.2330 2.4832 0.6000 0.0 0.0 0.0 0.219
H 2.2288 -3.0954 -1.7062 0.1 0.0 0.0 0.137
H -4.4358 1.1788 0.8023 0.0 0.1 0.1 -0.242
H -0.0489 -0.5546 -4.1410 0.0 0.1 0.1 0.395
H 7.3081 -1.2051 -0.3857 0.0 0.0 0.0 0.455
H -0.2629 5.8873 3.7830 0.0 0.0 0.0 0.424
H 4.0625 -1.1345 2.8228 0.0 0.0 0.0 0.074
H -4.8945 -2.7692 -2.0032 0.0 0.1 0.0 0.659
H 4.6845 1.0845 2.0538 0.0 0.0 0.0 0.048
H -4.9736 1.3332 -4.9339 0.0 0.0 0.0 0.373
H -5.6842 -3.7189 3.5235 0.0 0.0 0.0 0.351
H -7.9035 0.7999 0.7035 0.0 0.0 0.0 0.198
H -0.5473 -2.2055 -4.4133 0.0 0.0 0.1 0.490
H -4.8218 0.2246 4.3068 -0.1 0.0 0.0 0.417
H 3.3912 3.9636 -2.5151 0.0 0.1 0.0 0.444
H 3.6964 -3.0978 1.6554 0.0 0.0 -0.1 0.459
H 2.1103 -6.3369 0.2528 0.0 0.0 0.0 0.365
H 0.3743 -4.7892 0.0103 0.0 0.0 0.0 0.267
H 2.8117 -0.7144 -2.3349 0.0 0.0 0.0 0.282
H -2.5283 -3.3086 -1.9414 0.1 0.1 0.0 0.534
H 3.4831 2.0985 4.6440 0.0 0.0 0.0 0.352
H 5.3818 -0.9397 1.0884 0.0 0.0 0.0 0.212
H -2.8925 0.1938 2.8332 0.0 -0.1 -0.1 0.553
H 6.6743 -0.8174 -2.9808 0.0 0.0 0.0 0.350
H 6.4444 0.2229 -0.8981 0.0 0.0 0.0 0.364
H -0.3596 1.0912 5.0245 0.0 0.0 0.0 0.570
H -2.6549 -1.5431 -5.3936 0.0 0.1 0.0 0.347
H 4.1300 2.6901 2.4559 0.0 0.0 0.0 0.548
H 1.0040 -2.6052 1.0229 0.0 0.1 0.0 0.011
H -4.5648 -1.6655 -4.4792 0.0 0.0 0.1 0.293
H -0.7855 5.4466 1.6090 0.0 0.0 0.0 0.241
H 6.7369 -2.4242 -2.3006 0.0 0.0 0.0 0.363
H 5.0527 -2.3088 0.0491 0.0 0.0 0.0 0.020
H 4.3933 -2.6523 -2.2159 0.0 0.0 0.0 -0.083



No. 2
10
Properties=species:S:1:pos:R:3:forces:R:3:nbo_charge:R:1 method="wB97M-V/def2-TZVPD" gap_ha=0.3311 e_lumo_ev=0.187 e_above_lowest_kj_mol=133.6 smiles="NSC(=O)SN"
S 0.7059 -1.5761 -0.4153 1.1 1.4 -0.1 0.415
S -1.9019 -1.0064 0.9719 2.0 1.0 -1.0 0.207
O 0.2078 0.9875 0.2425 -0.1 0.5 0.2 -0.536
N 2.0756 -0.6873 -1.0267 -1.0 -0.6 0.3 -0.977
N -2.6808 0.4138 1.4070 -0.1 -2.5 1.4 -0.944
C -0.0621 -0.1516 0.2613 -2.6 -2.8 0.7 0.310
H 2.9025 -1.2784 -1.1108 -0.5 0.4 -0.5 0.397
H 1.7038 -0.1716 -1.8305 1.2 -0.5 0.0 0.389
H -2.8011 1.0230 0.6768 -0.3 1.8 -2.0 0.369
H -2.1460 0.7688 2.1479 0.3 1.2 1.1 0.371



No. 3
114
Properties=species:S:1:pos:R:3:forces:R:3:mulliken_charge:R:1 method="wB97M-V/def2-TZVPD" gap_ha=0.2324 e_lumo_ev=-0.484
Sb -0.3395 -1.7623 -3.5063 -0.5 -0.3 -1.3 0.273
Se -1.7157 -1.6831 -5.4573 0.1 0.0 0.0 -0.667
Se 1.3966 -3.4134 -3.1140 -0.2 0.2 -0.2 -0.439
Se 0.7600 0.5634 -3.1737 0.0 -0.5 0.2 -0.763
Se -1.9031 -1.6751 -1.5062 0.0 -0.5 -0.5 -0.714
Sc 0.2310 -0.4454 -0.9179 -0.1 -1.5 0.4 2.180
S 0.6158 1.8072 0.9816 0.3 2.2 0.2 2.230
P 1.2225 0.5487 3.4636 0.2 0.3 1.3 1.461
P 0.1100 -2.6867 1.0343 0.8 -0.4 -0.3 2.638
P -1.9255 3.0888 0.2274 -0.4 1.1 -0.5 1.411
O 3.4472 -1.3616 -1.6892 -0.5 -0.5 0.5 -0.273
O -1.9175 0.3900 0.7793 -0.6 -0.4 0.2 -0.262
O 1.3243 0.5865 0.4395 1.1 -0.6 0.0 -0.320
N -1.7214 -0.7937 1.4713 0.0 0.3 0.4 0.087
C 3.4322 -1.2440 3.0220 0.4 -0.1 -0.1 -1.057
C -3.0871 2.4916 -1.0556 0.0 -0.2 0.1 -0.553
C -3.2054 5.6794 -0.0173 0.1 0.0 0.0 -0.229
C 2.2489 4.9925 2.9072 -0.1 0.0 -0.1 -1.115
C -1.0000 -4.7472 2.5490 -0.1 0.0 0.0 0.154
C -2.7134 -1.5706 1.6124 -0.5 0.6 -0.2 -0.678
C -0.5304 4.1278 -2.0808 0.2 -0.1 0.0 0.232
C 0.4782 0.5681 6.2687 0.0 0.1 -0.1 -0.260
C -2.5665 1.6653 -2.0576 0.5 0.5 0.2 0.468
C 1.8968 4.1763 1.8428 0.1 0.2 -0.3 -0.727
C -5.3026 1.9368 -1.8146 -0.2 0.0 0.1 -0.880
C -1.1977 0.9115 4.5817 0.1 0.0 0.0 -0.556
C -4.4710 2.6025 -0.9271 0.0 0.1 0.1 -0.192
C -1.8307 0.8516 6.8868 -0.1 0.0 0.0 -0.774
C 2.0878 -4.6549 0.3839 -0.3 0.1 0.1 0.069
C 0.7043 -2.3802 3.7824 0.0 -0.1 0.7 -0.890
C 2.2439 4.4987 4.2030 0.1 0.0 0.1 -1.026
C -3.3969 1.0445 -2.9730 -0.2 0.0 -0.2 -0.505
C 0.7703 -4.2271 0.2959 0.0 0.2 0.1 0.236
C 2.3622 -1.5576 -1.3962 0.6 0.9 -0.5 -0.460
C -1.7420 5.2416 1.8385 0.0 0.0 -0.1 -0.270
C 1.8136 3.6749 -2.4242 0.1 -0.2 0.4 -0.986
C -4.7726 1.1682 -2.8393 0.2 0.1 0.0 -0.592
C 2.4238 -1.7782 2.0819 -0.4 -0.4 -0.1 -1.128
C -1.9836 6.5035 2.3437 0.1 0.1 0.1 -0.725
C 1.2209 -2.2741 2.4303 0.5 0.0 -0.8 1.144
C 0.7123 2.8693 -0.4631 -0.6 0.1 -0.1 0.251
C -1.9743 -5.3793 3.2953 0.0 0.1 0.0 -0.868
C 3.9055 0.6875 4.5438 0.3 0.2 0.1 -1.331
C 0.6131 4.2257 -2.8561 -0.3 0.1 0.1 -0.791
C -2.3489 4.8197 0.6555 -0.1 -0.3 0.1 0.083
C -0.5066 0.6451 7.2394 0.0 0.0 0.2 -0.831
C 5.0911 -2.1312 4.7438 0.3 0.2 0.0 -1.183
C 5.1207 0.3383 4.9815 -0.2 0.5 0.0 -0.762
C 1.6604 2.3244 3.3759 0.1 -0.2 0.0 -0.327
C 0.1334 0.6830 4.9286 0.0 -0.1 -0.3 0.864
C 1.3197 -2.0602 4.9251 -0.2 -0.4 -0.2 -1.661
C 5.6871 -0.9878 5.0931 0.2 -0.6 0.0 -0.992
C -0.4885 3.4316 -0.8731 0.0 -0.2 0.3 -0.061
C 2.6695 -1.4604 5.0262 0.1 0.0 0.2 -0.284
C 1.5363 -6.5617 -0.9690 0.0 -0.1 0.0 -0.664
C 1.8688 2.9935 -1.2193 0.3 0.0 -0.1 -0.715
C -3.4762 -3.5488 2.8938 0.0 0.1 0.0 -0.899
C -3.2198 -4.7839 3.4547 0.0 0.0 0.1 -0.680
C -3.4527 6.9410 0.5004 -0.1 0.1 -0.1 -0.645
C 0.2247 -6.1243 -1.0781 0.0 0.0 0.1 -0.774
C -1.2421 -3.5028 1.9683 -0.4 0.3 -0.2 -0.668
C 2.8409 -0.2402 4.0734 -0.5 0.3 -0.3 2.096
C 1.6115 2.8411 2.0833 -0.2 -0.3 0.3 -0.032
C -2.1756 1.0021 5.5530 -0.1 0.0 0.1 -0.809
C -2.8484 7.3557 1.6759 0.0 0.0 0.0 -0.579
C -2.4834 -2.8859 2.1697 0.4 -0.7 0.2 0.050
C 1.9521 3.1677 4.4428 -0.2 0.1 -0.2 0.225
C 2.4635 -5.8277 -0.2482 0.1 -0.1 -0.1 -0.608
C -0.1572 -4.9546 -0.4527 0.1 0.0 0.1 -0.394
C 3.7191 -2.2244 4.1854 0.0 -0.3 0.0 0.309
H -4.4383 -3.0774 3.0389 -0.1 0.0 0.0 0.530
H -3.7245 -1.2939 1.2946 0.1 0.0 -0.1 0.636
H -4.1288 7.6044 -0.0187 -0.1 0.1 0.0 0.429
H -0.2968 -2.7715 3.8715 0.0 0.0 0.2 0.224
H -5.4206 0.6531 -3.5317 -0.1 0.0 -0.1 0.450
H -1.4737 1.5353 -2.1201 -0.8 0.1 -0.3 -0.482
H 2.7846 2.5282 -0.8814 0.1 -0.1 -0.1 0.447
H -1.7594 -6.3316 3.7598 0.0 -0.1 0.0 0.466
H 1.8394 -7.4775 -1.4521 0.0 -0.1 -0.1 0.362
H -3.2045 1.1800 5.2720 -0.1 0.0 0.0 0.501
H -0.2416 0.5397 8.2814 0.0 0.0 0.1 0.458
H 1.5072 0.4144 6.5602 0.1 0.0 0.0 0.375
H 0.7943 -2.2345 5.8539 -0.1 0.0 0.0 0.274
H -6.3749 2.0141 -1.7008 -0.1 0.0 0.0 0.430
H -1.0781 4.5637 2.3639 0.0 0.0 0.1 0.289
H 4.3177 -0.8777 2.5028 -0.1 0.0 0.0 0.645
H -4.8888 3.2114 -0.1350 -0.1 0.0 0.0 0.495
H -0.4915 -6.6789 -1.6663 0.0 -0.1 0.0 0.431
H 0.5678 4.7053 -3.8226 0.0 0.1 0.0 0.406
H 2.8090 -4.0926 0.9640 0.0 0.0 0.0 0.296
H -3.6809 5.3648 -0.9352 -0.1 0.0 -0.1 0.382
H 2.6942 3.7346 -3.0474 0.0 0.0 0.0 0.410
H -3.9791 -5.2879 4.0337 -0.1 0.0 0.0 0.426
H -1.5123 6.8180 3.2633 0.0 0.0 0.1 0.454
H 3.4874 -6.1670 -0.1793 0.1 -0.1 0.0 0.433
H -2.9905 0.4553 -3.7891 0.1 -0.1 0.1 0.243
H -0.0278 -5.2058 2.4362 0.0 -0.1 -0.1 0.441
H -1.4493 1.0161 3.5325 -0.1 0.0 0.0 0.018
H 2.9652 -1.2782 6.0607 -0.1 0.0 -0.1 0.651
H -1.1789 -4.6008 -0.5418 0.1 0.0 0.0 0.433
H 2.4773 6.0319 2.7274 0.0 0.1 0.0 0.454
H -2.8458 0.4414 0.4384 0.6 -0.1 0.0 0.265
H 6.6941 -1.0267 5.4867 0.1 -0.1 0.0 0.393
H 5.6240 -3.0639 4.8643 0.1 0.0 0.1 0.440
H -3.0599 8.3381 2.0741 0.0 0.0 0.0 0.380
H 2.4641 5.1544 5.0323 0.0 0.1 0.1 0.446
H -2.5954 0.8953 7.6483 0.0 0.0 0.1 0.407
H 2.6844 -1.7385 1.0274 -0.1 0.1 0.1 -0.137
H 1.8363 4.5938 0.8472 0.0 0.0 0.0 0.567
H 1.9021 2.7879 5.4537 0.1 0.0 0.1 0.555
H -1.4667 4.5361 -2.4357 0.0 0.0 0.0 0.469
H 5.7810 1.1404 5.2868 0.0 0.1 0.0 0.446
H 3.4561 -3.2598 3.9651 0.0 0.1 0.0 0.668
H 3.6865 1.7433 4.4947 0.2 0.0 0.1 0.231



No. 4
16
Properties=species:S:1:pos:R:3:forces:R:3:nbo_charge:R:1 method="wB97M-V/def2-TZVPD" gap_ha=0.4628 e_lumo_ev=1.175 e_above_lowest_kj_mol=24.2 smiles=CC.CC
C 0.9021 -0.6190 -0.8562 -0.8 -0.2 -1.1 -0.611
C -1.1504 0.5355 1.6386 -1.2 0.2 1.1 -0.615
C 1.4816 -1.7893 -1.6471 0.5 -0.4 0.5 -0.607
C -1.2061 1.8580 0.8658 0.7 -0.6 -0.3 -0.612
H 0.0374 -0.9519 -0.2850 0.3 0.0 0.4 0.206
H -1.5990 -0.3154 1.1285 0.3 0.0 -0.3 0.202
H -1.7817 0.6441 2.5268 0.0 0.0 0.1 0.201
H 0.8856 -2.1050 -2.4986 -0.2 0.2 -0.1 0.204
H -2.1529 2.3751 1.0010 0.1 0.1 0.1 0.207
H 1.5768 -2.6727 -1.0119 0.0 0.0 0.1 0.198
H -0.3617 2.4773 1.1693 -0.3 0.3 0.1 0.207
H 1.6490 -0.0997 -0.2667 -0.1 -0.1 0.3 0.207
H 2.4947 -1.5781 -1.9833 0.0 0.1 -0.3 0.201
H -1.0706 1.6797 -0.1993 0.0 0.1 -0.1 0.203
H 0.4568 0.0876 -1.5610 0.3 0.3 0.0 0.200
H -0.1947 0.2687 2.0768 0.4 0.0 -0.5 0.209